No. 1
A 2-piece molecular cluster, C2H9N5 overall, computed with wB97M-V/def2-TZVPD.

As for the HOMO energy (spin up / spin down): 1.17 / -5.16 eV. The charge is -1. The expectation value of S² is 0.75. The multiplicity is 2. The frontier orbital gap (spin up / spin down) comes out at 2.5 / 8.7 eV. As for the maximum force: 0.93 eV/Å. The value obtained for the total energy is -9669.630 eV. As for the LUMO energy (spin up / spin down): 0.1338 / 0.1282 Ha.

Structure (XYZ):
```
16
Properties=species:S:1:pos:R:3:lowdin_spin:R:1
N 0.85062 1.75050 0.84212 0.017
C 2.10980 1.20244 0.89363 0.046
N 2.82650 1.02454 -0.14525 0.015
H 0.20821 1.35777 1.52059 0.011
H 0.48132 1.80217 -0.10073 0.024
H 2.45056 0.98390 1.90789 0.007
H 3.77970 0.86058 0.14362 0.005
N -1.73091 -0.58368 -1.62678 0.164
C -1.50398 -0.95855 -0.32421 0.272
N -0.33766 -1.69224 -0.16743 0.042
N -2.21562 -0.70920 0.71525 0.045
H -2.64613 -0.17538 -1.81464 0.134
H -1.47436 -1.30118 -2.30573 0.115
H 0.39973 -1.33637 -0.75128 0.026
H -0.09253 -1.92402 0.78407 0.020
H -3.10526 -0.30127 0.42889 0.057
```



No. 2
A 2-piece molecular cluster, C5H11O overall, computed with wB97M-V/def2-TZVPD.

As for the HOMO energy (spin up / spin down): -8.65 / -8.62 eV. The expectation value of S² is 0.76. The multiplicity is 2. The frontier orbital gap (spin up / spin down) comes out at 9.6 / 6.9 eV. As for the maximum force: 1.09 eV/Å. For the energy relative to the best compared isomer or geometry (same formula, charge and spin), the calculation gives 32.7 kcal per mole. The value obtained for the total energy is -7407.655 eV. As for the LUMO energy (spin up / spin down): 0.0335 / -0.0614 Ha.

Structure (XYZ):
```
17
Properties=species:S:1:pos:R:3:lowdin_spin:R:1
C 0.33341 0.53131 1.99962 -0.002
C -0.53368 -0.09774 0.96248 0.015
C -0.41635 0.10808 -0.35834 0.080
C -1.25916 -0.67259 -1.31958 0.008
C 0.46436 1.21581 -0.88802 0.009
H 0.15156 0.02421 2.95053 0.000
H 1.40657 0.46376 1.77058 0.000
H 0.07986 1.59038 2.11264 0.000
H -1.13707 -0.93493 1.33884 -0.002
H -1.11122 -0.31210 -2.32889 0.000
H -1.02786 -1.74604 -1.31800 0.003
H -2.32676 -0.56749 -1.08632 0.003
H 0.35227 1.27815 -1.97373 0.000
H 0.16257 2.19163 -0.46022 0.003
H 1.53558 1.05579 -0.65930 0.003
O -2.35612 1.60934 1.53534 0.869
H -3.30367 1.77051 1.30438 0.014
```



No. 3
A 19-piece molecular cluster, H37O19 overall, computed with wB97M-V/def2-TZVPD.

As for the HOMO energy: -7.06 eV. The charge is -1. The frontier orbital gap comes out at 8.9 eV. As for the maximum force: 7.11 eV/Å. For the energy relative to the best compared isomer or geometry (same formula, charge and spin), the calculation gives 160.3 kcal per mole. The value obtained for the total energy is -39501.330 eV. As for the LUMO energy: 0.0683 Ha.

Structure (XYZ):
```
56
Properties=species:S:1:pos:R:3:nbo_charge:R:1
O -2.00954 2.01404 -0.21405 -1.141
H 4.11563 1.24753 1.99242 0.459
H 3.50725 -2.66983 0.15451 0.480
O -4.36589 -0.38576 -1.38677 -0.941
H -0.76263 -0.27103 3.93086 0.466
H 1.71273 -2.95314 2.90846 0.462
O 3.63278 -3.47711 -0.29467 -0.942
H -2.34346 -0.81412 3.34031 0.487
H -2.22523 1.60981 1.08409 0.485
O -1.82891 2.92857 -2.77702 -1.010
H -0.96756 2.63428 -3.04920 0.463
H -2.02394 2.66155 -1.77324 0.503
O -1.09513 -0.31192 1.34306 -0.959
H -1.22338 0.66975 1.13287 0.490
H 1.66275 2.37086 -1.97895 0.502
O -2.52297 -0.00688 -3.39421 -0.976
H 1.17788 -0.58413 -3.57583 0.486
H -0.13666 -0.49321 1.10087 0.454
O -2.56363 1.70968 2.18200 -1.066
H 1.82577 2.54273 -3.44152 0.461
H -3.25089 1.12822 2.56580 0.428
O 2.35924 2.11668 -2.53608 -0.977
H -0.10834 -0.31315 -1.06859 0.472
O 0.35789 2.78410 -0.83060 -1.070
H 1.06033 -1.85571 -4.17916 0.455
H 0.63755 2.75592 0.12055 0.476
O -3.30390 -0.92992 3.63980 -0.929
H 0.76900 -0.53655 4.02379 0.493
H -3.72782 -0.11003 3.20603 0.440
O 1.13223 -3.39427 2.23453 -0.952
H -2.50806 -0.73436 -3.92116 0.472
H 3.05409 -1.54633 3.83867 0.485
O -0.14721 -0.88415 4.02491 -0.964
H -2.03979 0.75962 -3.58561 0.504
H -0.55995 3.42891 1.96923 0.494
O 0.84798 -0.90431 -4.53776 -0.946
H 0.86846 3.58446 2.39101 0.458
H 0.39538 -2.61871 2.37291 0.486
O -0.34379 -0.51962 -1.96766 -0.979
H 3.44629 -3.27098 -1.21165 0.462
H 2.90058 0.28830 -1.71874 0.521
O -0.81757 -4.63500 -1.58523 -0.946
H -0.60415 2.39433 -0.57610 0.510
H -0.74931 -3.75532 -1.12902 0.476
O 0.23766 2.92567 2.19881 -0.942
H 2.97059 -0.16683 2.83328 0.501
H -2.67002 2.72047 -0.31662 0.460
O 2.54027 -1.03319 3.04282 -0.984
H -1.14228 -1.07569 -2.03440 0.510
H -0.00069 -5.07637 -1.25193 0.471
O 4.65949 0.44717 1.58658 -0.959
H 4.35539 0.44148 0.59944 0.506
H -3.94518 0.39805 -1.14429 0.473
O 2.56756 -0.32870 -0.92344 -1.021
H -4.48376 -0.20473 -2.31096 0.467
H 1.67685 -0.70113 -1.10317 0.485
```



No. 4
A 2-piece molecular cluster, C3H5FO2P overall, computed with wB97M-V/def2-TZVPD.

As for the HOMO energy: -3.34 eV. The charge is -1. The frontier orbital gap comes out at 7.5 eV. As for the maximum force: 2.99 eV/Å. For the energy relative to the best compared isomer or geometry (same formula, charge and spin), the calculation gives 79.0 kcal per mole. The value obtained for the total energy is -19293.287 eV. As for the LUMO energy: 0.1543 Ha.

Structure (XYZ):
```
12
Properties=species:S:1:pos:R:3:nbo_charge:R:1
C -0.32086 -0.49867 -0.86661 -0.340
C -0.65517 0.02834 0.27785 -0.445
C 3.31867 0.74761 0.44450 -0.519
O 2.14298 -0.81770 -1.49367 -1.137
O 2.67278 -1.84668 0.83012 -1.120
F 3.20081 1.94571 -0.15597 -0.382
P 2.48350 -0.66568 -0.06624 2.037
H -0.52776 -1.46520 -1.09516 0.180
H 0.21326 -0.00568 -1.63716 0.226
H -1.04410 -0.54314 1.13562 0.173
H 3.15894 0.77123 1.46047 0.141
H -0.30246 0.92765 0.67200 0.185
```



No. 5
A 10-piece molecular cluster, H20O10 overall, computed with wB97M-V/def2-TZVPD.

As for the HOMO energy: -11.09 eV. Its SMILES is O.O.O.O.O.O.O.O.O.O. The frontier orbital gap comes out at 11.5 eV. As for the maximum force: 8.10 eV/Å. For the energy relative to the best compared isomer or geometry (same formula, charge and spin), the calculation gives 40.6 kcal per mole. The value obtained for the total energy is -20800.852 eV. As for the LUMO energy: 0.0135 Ha.

Structure (XYZ):
```
30
Properties=species:S:1:pos:R:3:nbo_charge:R:1
O 2.21716 -0.30818 -2.02878 -0.966
H 2.62358 0.18695 -1.27839 0.490
H 1.27660 0.01699 -1.98036 0.505
O 2.04596 1.61999 0.14931 -0.941
H 1.20160 1.96422 0.30752 0.502
H 2.55442 1.90752 0.77501 0.462
O 1.49026 -0.14859 2.10018 -0.970
H 1.70223 0.50310 1.43874 0.476
H 1.98660 -0.89964 1.75857 0.503
O -2.51560 1.18737 0.55709 -0.988
H -2.16907 0.59078 1.25763 0.505
H -2.62841 0.55881 -0.18453 0.500
O -1.06677 -0.70364 1.99543 -1.015
H -0.11525 -0.52256 2.06429 0.524
H -1.50656 -1.08693 2.76249 0.494
O 1.75877 -1.91221 0.01418 -1.038
H 2.22200 -2.80659 -0.04226 0.483
H 1.95416 -1.52281 -0.95082 0.514
O -0.41480 2.87039 0.27157 -1.028
H -1.31236 2.37409 0.21368 0.526
H -0.51614 3.76194 0.01137 0.484
O -0.98401 -2.46392 0.04154 -1.004
H -0.05383 -2.12893 -0.05894 0.503
H -1.26183 -1.95539 0.83718 0.490
O -2.33349 -0.88282 -1.66142 -1.036
H -2.93238 -1.39717 -2.32425 0.495
H -2.02183 -1.56817 -0.98563 0.515
O -0.22689 0.99020 -2.02628 -0.967
H 0.00037 1.38325 -1.18303 0.475
H -0.97448 0.39197 -1.85107 0.504
```



No. 6
C7H16N as an isolated structure, computed with wB97M-V/def2-TZVPD.

As for the HOMO energy: -12.12 eV. The charge is +1. The frontier orbital gap comes out at 5.5 eV. As for the maximum force: 4.61 eV/Å. For the energy relative to the best compared isomer or geometry (same formula, charge and spin), the calculation gives 209.9 kcal per mole. The value obtained for the total energy is -8993.202 eV. As for the LUMO energy: -0.2427 Ha.

Structure (XYZ):
```
24
Properties=species:S:1:pos:R:3:nbo_charge:R:1
C -0.84004 0.96969 -1.41677 -0.662
C -1.50546 1.08397 -0.03850 -0.272
C -0.72092 0.92019 1.14820 -0.275
C 0.68049 1.25572 1.01035 0.125
C 2.86797 -1.40631 -0.65301 -0.712
C 1.86748 -0.85671 0.27480 0.166
C 1.65423 0.49446 0.38472 -0.365
N -2.83180 -1.08749 0.29567 -1.099
H -0.64882 1.91246 -1.93021 0.253
H -0.13213 0.15023 -1.45354 0.216
H -1.70279 0.68053 -2.03515 0.256
H -2.09549 1.99878 -0.01416 0.278
H -0.73809 -0.36893 1.20441 0.004
H -1.21806 1.29522 2.03772 0.284
H 0.93467 2.31316 0.99454 0.251
H -0.64967 -1.14189 1.54630 0.169
H 2.48836 -2.01111 -1.48242 0.292
H 3.66281 -1.99342 -0.18734 0.279
H 3.34767 -0.55102 -1.13658 0.233
H 1.57221 -1.54408 1.06362 0.226
H 2.46445 1.07246 -0.06090 0.257
H -2.24591 0.01144 -0.01934 0.333
H -2.46505 -1.97713 0.58301 0.375
H -3.74610 -1.22024 -0.11543 0.387
```